C20H50AlNO2P2Si4 as an isolated structure at a distorted geometry, computed with the ωB97M-V functional and the def2-TZVPD basis.

Output
Charge: +2
Relative energy (zero: lowest compared OMol25 entry of this formula, charge and spin) in kcal per mole: 57.8
F_max in Eh/bohr: 0.0553
2S+1: 1
E_LUMO (spin up / spin down) in eV: -9.18 / -9.26

Geometry (Å):
C  0.51  2.40  -4.23
H  -2.95  -1.87  -0.88
C  -1.67  2.61  3.57
H  3.15  3.02  3.20
O  -0.58  -2.99  -1.59
H  -1.64  2.77  2.48
C  2.76  -1.74  -1.51
H  -2.95  0.82  -2.82
C  -3.42  -1.02  -0.35
H  -2.52  2.76  0.17
H  1.07  -2.02  5.51
H  -3.61  -1.32  0.69
H  -2.27  -2.80  2.86
H  2.56  2.13  1.76
C  1.71  -3.16  2.46
H  -4.17  0.43  3.92
H  -4.36  -0.77  -0.86
H  3.80  -1.61  -1.86
H  -3.33  -1.11  3.66
C  -2.09  0.74  -2.15
H  -2.61  0.96  6.28
H  2.07  -1.75  -2.36
H  -0.05  -1.39  0.61
N  0.25  1.06  -1.81
H  -0.70  -2.22  5.54
H  0.36  -3.64  5.30
C  -0.86  1.25  -2.62
H  1.46  3.19  2.66
Al  0.04  0.01  -0.19
C  1.63  2.16  -3.44
C  -1.68  0.55  5.87
H  0.64  2.54  5.60
H  -2.58  3.09  3.96
H  1.74  -3.03  1.37
C  1.46  1.81  5.62
H  3.08  -0.92  4.80
H  3.53  0.80  -2.13
C  -0.72  1.93  -3.84
H  0.25  -3.46  -1.76
H  2.64  2.47  -3.73
C  3.33  -0.03  4.21
H  2.67  -2.70  -0.97
H  -4.10  2.04  -0.23
H  3.83  0.50  1.40
C  0.23  -2.57  5.07
H  -1.04  -2.90  -2.48
H  4.73  -0.39  0.14
H  -3.35  1.73  1.37
H  3.79  -1.29  1.37
H  -0.80  3.10  4.01
H  2.36  2.33  5.98
H  2.63  -2.75  2.90
C  -3.32  -0.05  3.40
H  -2.02  -1.25  -3.52
H  3.82  -0.36  3.29
Si  0.17  -2.36  3.20
Si  1.82  1.07  3.92
H  0.63  2.96  -5.14
C  -3.15  1.87  0.30
P  2.38  -0.38  -0.35
H  -1.31  -4.30  2.78
C  -1.34  -3.24  2.48
H  -1.61  2.10  -4.44
C  2.70  1.08  -1.46
P  -2.29  0.41  -0.41
H  -3.48  0.05  2.33
H  3.02  1.94  -0.85
H  1.21  1.03  6.35
H  -1.62  -0.51  6.15
Si  0.09  -0.06  2.75
C  1.47  1.44  -2.27
C  2.29  2.48  2.76
O  -1.90  -2.22  -3.63
H  -1.34  -3.19  1.38
H  1.69  -4.24  2.68
H  -0.85  1.07  6.35
Si  -1.73  0.77  3.99
H  4.06  0.57  4.78
H  -2.25  -2.44  -4.50
C  3.82  -0.38  0.75

These are the Mulliken partial charges, in e, on atoms 1 to 2:
1 C -0.479
2 H 0.277


An isolated ion of composition C3H3O3S and charge -1 at a distorted geometry, computed with the ωB97M-V functional and the def2-TZVPD basis.

Output
Charge: -1
Relative energy (zero: lowest compared OMol25 entry of this formula, charge and spin) in kcal per mole: 75.5
F_max in Eh/bohr: 0.1204
2S+1: 1
E_LUMO in eV: 4.16

Geometry (Å):
C  0.54  -0.77  0.34
O  -2.61  1.28  1.06
H  2.32  0.98  0.43
S  -2.14  0.12  0.23
H  0.59  -0.11  -1.92
O  -1.47  0.59  -1.02
H  0.84  -1.67  0.69
O  -0.64  -0.46  1.13
C  1.65  0.27  0.03
C  0.90  -0.23  -0.98

These are the Mulliken partial charges, in e, on atoms 1 to 2:
1 C -0.379
2 O -0.573


A 2-piece molecular cluster, C2H12Si3 overall at a distorted geometry, computed with the ωB97M-V functional and the def2-TZVPD basis.

Output
Charge: 0
Relative energy (zero: lowest compared OMol25 entry of this formula, charge and spin) in kcal per mole: 0.0
F_max in Eh/bohr: 0.0527
2S+1: 3
E_LUMO (spin up / spin down) in eV: 0.91 / -1.84

Geometry (Å):
C  2.93  -0.53  0.32
H  3.88  -0.29  -0.24
H  -3.70  1.10  0.37
H  1.46  1.93  -0.56
H  -0.24  -2.58  -0.79
H  2.41  -1.14  -0.43
H  -1.75  2.02  1.08
C  -1.27  0.07  -0.86
H  -0.93  0.38  -1.82
H  -2.60  -2.49  -0.77
H  -1.21  -1.95  1.23
Si  -1.40  -1.71  -0.34
Si  1.75  1.03  0.54
H  3.07  -1.12  1.26
H  -2.16  2.55  -0.95
H  2.04  1.34  1.96
Si  -2.29  1.39  -0.01

These are the Mulliken partial charges, in e, on atoms 1 to 2:
1 C -0.885
2 H 0.310


The molecule C6H9N at a distorted geometry, computed with the ωB97M-V functional and the def2-TZVPD basis.

Output
Charge: 0
Relative energy (zero: lowest compared OMol25 entry of this formula, charge and spin) in kcal per mole: 121.7
F_max in Eh/bohr: 0.1577
SMILES: C1[C@H]2C[C@@H]1[C@@H]1N[C@H]21
2S+1: 1
E_LUMO in eV: 1.13

Geometry (Å):
C  0.66  0.79  0.73
N  -0.30  -1.50  0.65
H  1.27  1.22  -1.49
H  -1.57  0.45  -1.59
C  -0.96  0.68  0.63
H  0.03  -2.42  0.86
C  0.03  -1.00  -0.64
H  -1.46  0.05  1.42
H  0.94  1.22  1.57
H  0.48  -1.57  -1.56
H  0.05  2.38  -0.97
C  -0.85  0.37  -0.79
C  0.38  1.35  -0.91
C  1.04  -0.72  0.30
H  -1.47  1.61  1.02
H  2.03  -1.28  0.28

These are the Mulliken partial charges, in e, on atoms 1 to 2:
1 C -0.618
2 N -0.580


C54H51AsN2O3S2TeTl as an isolated structure, computed with the ωB97M-V functional and the def2-TZVPD basis.

Output
Charge: +3
Relative energy (zero: lowest compared OMol25 entry of this formula, charge and spin) in kcal per mole: 0.0
F_max in Eh/bohr: 0.0175
2S+1: 1
E_LUMO in eV: -8.02

Geometry (Å):
H  0.57  3.86  3.71
C  0.85  -9.00  -0.26
H  2.55  1.30  2.80
C  -1.15  -2.47  -3.51
H  0.07  -5.32  -2.00
H  1.98  5.43  -3.35
H  2.05  -0.40  -2.13
C  0.44  1.38  3.24
C  -0.23  0.66  5.42
O  -0.23  4.75  -1.17
C  -0.60  3.46  -7.65
C  0.28  -6.65  -0.30
Te  -0.93  -4.02  0.13
H  -4.10  7.90  0.11
H  -1.13  5.44  -3.47
C  -0.74  3.58  2.00
H  -1.62  3.51  -8.03
C  -0.57  5.60  3.31
C  1.10  0.39  5.75
C  0.39  -5.30  -0.95
C  -3.08  2.40  -1.97
C  -1.91  7.57  2.66
H  0.99  -4.35  -5.35
C  -4.77  2.35  -0.25
C  -0.63  3.34  -3.38
C  -1.90  -0.80  -1.48
H  -1.16  -8.22  2.34
C  -2.20  3.02  -1.06
C  -3.39  7.42  0.77
H  -6.77  1.59  -0.55
H  -5.89  3.03  3.39
C  -2.89  -1.35  -2.30
C  -0.69  -3.38  -4.49
H  0.29  7.50  -1.84
C  -1.19  -5.65  1.49
H  2.12  0.60  7.62
H  -3.25  -2.67  -3.94
C  -0.57  1.16  4.18
H  -7.49  2.05  1.76
H  -1.42  -3.87  -5.13
H  -0.78  -5.39  2.46
H  3.04  -1.72  -2.15
H  -2.78  2.20  -2.99
H  -1.07  5.50  -5.92
C  -2.55  3.31  0.24
H  -2.18  -0.17  -0.64
H  -0.16  1.31  -6.03
N  -0.61  -1.00  -1.64
C  -4.35  2.09  -1.57
C  0.09  -9.16  0.89
H  -1.48  8.12  3.49
H  1.37  -9.84  -0.70
H  0.60  -0.28  7.74
H  3.12  0.39  5.03
H  2.03  -1.06  7.04
As  1.39  5.45  -0.93
C  -0.57  -8.08  1.45
S  0.01  2.02  1.68
H  -2.26  -5.83  1.60
H  -0.07  4.35  -8.01
C  -3.87  2.96  0.66
H  3.31  5.80  0.40
S  -0.53  3.22  -1.63
Tl  0.99  -1.16  0.54
C  2.09  0.61  4.79
C  -1.74  4.10  1.22
H  2.75  4.12  0.73
C  1.78  1.11  3.54
H  0.32  7.50  -0.05
C  1.58  -2.98  -3.79
H  0.01  -10.14  1.35
N  2.09  -1.40  -1.99
C  -4.31  3.18  2.00
H  1.53  -7.62  -1.76
C  -6.48  2.29  1.45
C  2.45  5.16  0.63
C  2.42  4.98  -2.46
H  -3.11  9.19  1.99
H  -3.94  -1.14  -2.10
C  -0.60  3.41  -6.15
C  -0.89  4.55  -4.02
H  1.81  7.87  -0.96
H  -1.60  1.36  3.93
H  -0.14  1.24  -3.56
C  0.94  -7.75  -0.85
C  -0.87  4.57  -5.40
C  -0.22  -1.83  -2.66
C  0.64  -3.64  -4.61
C  -3.06  6.11  0.57
C  1.17  -2.08  -2.84
C  -0.47  -6.82  0.86
H  -5.04  1.64  -2.27
C  -0.36  2.22  -5.47
H  -0.16  6.15  4.14
H  -3.63  3.61  2.72
H  2.49  3.90  -2.57
C  -0.35  2.18  -4.08
H  1.41  -4.91  -0.91
C  -2.12  5.46  1.42
C  -1.53  6.22  2.47
H  1.93  5.51  1.51
C  -0.17  4.32  3.07
O  1.23  2.33  0.95
H  2.63  -3.18  -3.92
C  -2.82  8.16  1.83
H  -3.51  5.57  -0.25
H  3.42  5.39  -2.29
C  -2.52  -2.19  -3.31
C  -5.57  2.86  2.37
H  -1.01  0.48  6.15
O  -0.91  1.13  1.01
C  0.89  7.28  -0.95
C  -6.08  2.04  0.17
C  1.47  -0.12  7.11
H  -0.13  2.58  -8.08

These are the Mulliken partial charges, in e, on atoms 1 to 2:
1 H 0.584
2 C -0.597


An isolated ion of composition C4H5O4 and charge -1 at a distorted geometry, computed with the ωB97M-V functional and the def2-TZVPD basis.

Output
Charge: -1
Relative energy (zero: lowest compared OMol25 entry of this formula, charge and spin) in kcal per mole: 2.5
F_max in Eh/bohr: 0.0273
SMILES: O=C([O-])CCC(=O)O
2S+1: 1
E_LUMO in eV: 3.15

Geometry (Å):
C  0.49  -0.84  0.17
O  -1.08  -2.30  1.27
O  0.83  -1.74  2.32
H  0.20  -1.28  -0.78
C  0.03  -1.71  1.37
H  0.51  1.09  1.05
H  1.57  -0.79  0.28
O  1.00  1.85  -1.48
H  -1.15  0.50  0.56
C  0.03  1.35  -0.97
H  -1.15  1.87  -2.47
O  -1.18  1.41  -1.63
C  -0.09  0.59  0.30

These are the Mulliken partial charges, in e, on atoms 1 to 2:
1 C -0.530
2 O -0.742


C35H32N9OS2V as an isolated structure at a distorted geometry, computed with the ωB97M-V functional and the def2-TZVPD basis.

Output
Charge: +1
Relative energy (zero: lowest compared OMol25 entry of this formula, charge and spin) in kcal per mole: 19.1
F_max in Eh/bohr: 0.0384
2S+1: 2
E_LUMO (spin up / spin down) in eV: -3.44 / -2.64

Geometry (Å):
C  3.46  3.16  1.19
N  4.37  -2.26  0.99
H  1.85  0.65  -5.92
C  2.86  1.94  0.91
N  2.27  1.06  -5.11
H  2.41  2.05  -5.07
H  -1.67  4.47  -3.78
H  3.54  5.25  0.71
C  -2.10  -2.48  0.30
C  0.02  -2.79  4.76
C  -1.05  3.75  -3.29
C  3.07  4.30  0.50
H  3.51  1.76  -3.03
O  1.30  0.67  -0.31
N  1.10  -1.24  1.67
H  -2.37  -1.41  4.01
H  -4.78  -0.62  -1.85
N  -0.22  4.09  -2.24
C  -2.47  0.24  -0.79
H  4.75  -2.90  0.31
N  -1.27  -1.36  0.78
H  -0.86  -2.69  -4.03
H  -1.86  3.10  1.78
C  1.73  -1.03  6.05
H  -0.05  0.01  -2.28
S  2.38  -1.43  -4.20
H  3.14  1.04  1.43
C  -2.34  -1.71  2.97
V  0.57  -0.84  -0.09
S  2.20  -2.33  -0.59
H  3.58  0.18  -2.33
C  -4.11  -1.99  -3.36
C  2.09  4.21  -0.47
C  1.87  1.88  -0.06
N  -0.21  -1.01  -2.08
C  -2.98  1.52  -1.00
C  0.16  -1.48  2.66
C  -1.12  -1.52  2.23
C  -3.38  -2.28  2.36
H  -1.81  -2.95  -0.62
C  0.42  2.96  -1.83
H  2.39  -0.34  6.56
C  -1.58  1.03  1.32
N  0.04  1.93  -2.55
H  -3.14  -3.29  -4.77
N  2.42  -1.53  1.97
C  2.64  0.23  -4.12
C  -2.05  2.31  1.06
H  -0.62  -3.49  4.25
H  -5.11  -2.24  -3.69
H  -3.78  -3.65  0.67
H  1.47  -2.28  7.78
H  -4.33  -2.44  2.86
C  1.21  -2.12  6.74
C  0.36  -3.00  6.09
C  -1.80  -0.01  0.42
H  -0.14  5.00  -1.82
H  4.24  3.22  1.94
H  1.82  5.11  -1.02
N  3.24  0.79  -3.05
C  1.41  -0.82  4.72
H  4.78  -2.30  1.91
H  -1.34  1.77  -4.19
C  -3.01  -2.58  -3.96
C  -1.55  -1.34  -2.51
C  -1.73  -2.25  -3.55
C  -3.15  -2.85  1.03
H  -0.04  -3.86  6.62
C  3.03  -2.02  0.94
C  -3.92  -1.08  -2.33
H  -3.51  1.71  -1.92
C  -2.65  -0.76  -1.88
C  -2.78  2.55  -0.09
H  -1.04  0.84  2.24
C  1.45  3.01  -0.77
C  0.54  -1.70  4.07
H  1.82  0.02  4.19
H  -3.18  3.53  -0.29
C  -0.87  2.42  -3.47
H  0.47  -1.48  -2.68

These are the Mulliken partial charges, in e, on atoms 1 to 2:
1 C -0.740
2 N -0.506


A 2-piece molecular cluster, CH8N5O overall at a distorted geometry, computed with the ωB97M-V functional and the def2-TZVPD basis.

Output
Charge: +1
Relative energy (zero: lowest compared OMol25 entry of this formula, charge and spin) in kcal per mole: 46.8
F_max in Eh/bohr: 0.0871
2S+1: 1
E_LUMO (spin up / spin down) in eV: -3.57 / -3.57

Geometry (Å):
H  2.99  0.06  0.41
N  -2.56  -0.65  0.12
C  -1.35  -0.24  0.15
N  1.43  -0.63  -0.26
H  -0.10  1.36  -0.45
N  -1.04  0.93  -0.35
H  -3.36  -0.21  -0.44
H  -1.93  1.35  -0.81
H  2.05  2.39  0.13
H  -0.79  -0.60  0.99
H  1.66  -2.44  -0.02
O  2.28  -1.73  -0.11
N  1.43  1.58  0.10
H  -2.74  -1.58  0.35
N  2.03  0.39  0.17

These are the Mulliken partial charges, in e, on atoms 1 to 2:
1 H 0.265
2 N -0.330


C5H8N2 as an isolated structure at a distorted geometry, computed with the ωB97M-V functional and the def2-TZVPD basis.

Output
Charge: 0
Relative energy (zero: lowest compared OMol25 entry of this formula, charge and spin) in kcal per mole: 74.7
F_max in Eh/bohr: 0.1179
2S+1: 1
E_LUMO in eV: 0.94

Geometry (Å):
C  -1.37  -0.24  -0.33
H  -1.55  1.55  -1.58
H  0.90  2.65  -1.76
N  1.15  2.27  -0.86
H  2.15  2.13  -0.77
N  -0.34  -0.65  0.45
C  -0.97  0.94  -0.89
H  1.71  -0.67  0.72
C  0.40  1.17  -0.47
H  0.42  -1.94  2.08
C  -0.31  -1.78  1.28
H  -2.31  -0.77  -0.36
H  0.55  -2.54  0.44
C  0.78  0.13  0.37
H  -1.21  -2.25  1.70

These are the Mulliken partial charges, in e, on atoms 1 to 2:
1 C -0.510
2 H 0.338


C13H11Br3F2 as an isolated structure at a distorted geometry, computed with the ωB97M-V functional and the def2-TZVPD basis.

Output
Charge: 0
Relative energy (zero: lowest compared OMol25 entry of this formula, charge and spin) in kcal per mole: 46.2
F_max in Eh/bohr: 0.1028
2S+1: 1
E_LUMO in eV: -0.04

Geometry (Å):
Br  -1.25  -3.67  -1.26
Br  0.01  -1.51  -3.38
C  1.76  -1.40  0.79
H  -0.75  2.91  -1.36
C  1.44  1.35  0.42
H  0.56  -1.89  -1.02
H  -3.17  1.87  2.04
H  -0.13  0.54  -1.53
C  2.35  0.61  -0.40
H  3.05  -1.33  -0.94
H  1.21  2.40  0.37
H  0.36  -1.26  2.34
C  -2.06  2.51  0.34
H  -2.28  3.53  0.59
H  2.72  1.05  -1.31
F  0.11  1.41  2.29
H  -2.66  -0.47  1.77
C  0.74  0.69  1.43
C  -2.61  1.51  1.19
C  -1.37  -0.21  -0.02
C  -2.24  0.19  1.02
F  -0.98  -1.44  -0.18
C  -1.15  2.21  -0.65
C  0.93  -0.71  1.62
H  1.67  -2.46  0.97
C  2.51  -0.75  -0.20
C  -0.93  0.82  -0.86
Br  1.77  -3.93  -2.23
C  0.40  -2.58  -1.85

These are the Mulliken partial charges, in e, on atoms 1 to 2:
1 Br -0.119
2 Br -0.024


C7H12O as an isolated structure at a distorted geometry, computed with the ωB97M-V functional and the def2-TZVPD basis.

Output
Charge: 0
Relative energy (zero: lowest compared OMol25 entry of this formula, charge and spin) in kcal per mole: 177.5
F_max in Eh/bohr: 0.1383
2S+1: 1
E_LUMO in eV: 0.89

Geometry (Å):
C  -0.94  0.51  -1.05
H  1.11  0.05  2.08
H  -2.38  -1.09  -1.21
H  1.47  2.14  1.25
H  2.00  -0.32  -0.59
H  -1.43  -0.82  0.61
H  1.78  -1.80  1.54
C  0.76  -0.94  1.25
O  -0.32  -0.17  -2.14
C  -1.43  -0.85  -0.48
H  -0.23  1.08  1.81
C  0.21  0.77  -0.26
H  -1.52  1.33  -1.34
C  0.33  1.70  1.00
C  0.90  -0.61  -0.26
H  -0.37  2.55  0.56
C  -0.07  -1.18  -1.20
H  0.45  1.42  -1.29
H  -0.38  -1.57  1.27
H  0.07  -2.18  -1.53

These are the Mulliken partial charges, in e, on atoms 1 to 2:
1 C -0.297
2 H 0.253


A 3-piece molecular cluster, C19H25Cl2F16N2O4 overall at a distorted geometry, computed with the ωB97M-V functional and the def2-TZVPD basis.

Output
Charge: +1
Relative energy (zero: lowest compared OMol25 entry of this formula, charge and spin) in kcal per mole: 135.3
F_max in Eh/bohr: 0.1058
2S+1: 1
E_LUMO in eV: -3.30

Geometry (Å):
N  -3.08  1.46  -0.39
H  -1.15  -5.87  2.52
O  -1.04  3.24  1.79
H  0.17  -1.86  0.34
F  -0.45  -7.19  5.21
H  2.93  -4.93  4.42
H  1.07  4.19  0.08
O  0.03  2.44  1.82
F  -0.62  -8.63  1.97
F  1.53  5.14  -5.53
C  0.87  6.14  -0.88
C  -2.50  -0.92  -1.00
O  0.91  -5.50  2.63
C  2.63  6.04  -3.63
F  3.01  4.80  -3.22
F  1.93  -6.49  5.14
F  -0.41  -4.98  4.40
F  0.77  3.97  -1.88
C  -1.80  1.09  -2.54
F  -0.82  4.50  -0.50
C  0.78  0.45  -1.03
C  -0.91  -7.97  4.20
Cl  -2.99  -3.82  -0.59
H  1.90  7.85  -2.59
C  -0.88  -2.14  0.74
C  -0.49  1.12  1.34
C  1.36  5.98  -4.48
F  0.30  5.50  -3.78
H  -1.59  0.90  1.75
C  1.95  -5.17  4.84
H  1.46  -0.16  -0.26
H  1.10  6.96  -4.88
C  2.54  6.97  -2.41
H  -0.15  -6.47  1.24
F  3.65  6.50  -4.42
O  2.26  6.34  -1.16
F  -0.79  -9.26  4.64
F  0.64  6.79  0.29
H  1.49  1.34  -1.41
H  0.10  -1.32  -1.92
C  0.51  4.66  -0.74
H  -1.97  -7.77  4.05
H  -1.23  -1.53  1.69
H  -3.85  1.49  -1.10
H  3.55  7.40  -2.28
Cl  -4.03  -1.21  -2.10
H  -1.46  2.24  -2.53
H  -0.89  -0.55  -4.00
C  -0.19  -6.36  2.33
C  -0.11  -7.77  2.92
H  1.33  -0.55  -2.78
H  0.07  1.07  -3.85
H  -0.76  -3.26  1.15
C  0.82  -4.80  3.87
C  -0.59  1.05  -0.29
F  1.19  -8.13  3.08
H  0.18  0.25  1.80
C  -1.96  0.56  -0.95
H  -0.51  2.21  -0.58
F  0.90  -3.48  3.55
H  -2.80  1.08  -3.14
F  0.13  6.78  -1.82
C  -2.11  -2.17  -0.31
F  1.82  -4.50  6.02
N  0.42  -0.36  -2.25
H  -2.74  2.46  -0.33
C  -0.55  0.27  -3.21
H  -0.87  3.84  0.99

These are the Mulliken partial charges, in e, on atoms 1 to 2:
1 N -0.645
2 H 0.339


charge of number 11 (C7H12O)?
0